Molecular formula: C3H4P2
Method: DFT, ωB97M-V/def2-TZVPD

Structure (XYZ):
```
9
Properties=species:S:1:pos:R:3:forces:R:3:lowdin_charge:R:1
C 1.12603 -0.31894 -0.52871 -0.75 0.78 -0.88 -0.10
C 0.25231 0.72329 -0.60356 1.38 1.22 -1.78 -0.50
C -1.17959 -0.00030 1.29188 1.16 -2.06 -1.06 -0.67
P -1.54134 0.62595 -0.38428 0.27 1.41 1.16 0.53
P -1.64156 -1.37032 0.27590 0.32 0.31 2.89 0.58
H 2.13251 -0.49551 -0.95598 -0.52 1.01 0.56 0.06
H 0.69447 -1.24084 -0.15957 0.01 -0.24 0.10 -0.04
H 0.39059 1.82155 -0.92304 1.01 -1.87 0.21 0.06
H -0.23342 0.25511 1.98738 -2.88 -0.56 -1.21 0.08
```
Forces are in eV/Å.

Summary:
Energy above the lowest of the compared OMol25 structures with the same formula, charge and spin = 2.0685 eV
E_tot = -799.26677 hartree
SMILES = C=CP1#P=C1
2S+1 = 1
Charge = 0